Entry from OMol25: a single C5H8N2O molecule in a non-equilibrium geometry (ωB97M-V/def2-TZVPD).

Its molecular weight is 112.13 g mol⁻¹. The calculation puts the energy above the lowest of the compared OMol25 structures with the same formula, charge and spin at 26.3 kcal/mol. The HOMO-LUMO gap is 10.9 eV.

Each line ends with the natural charge from an NBO analysis.
Element x y z (Å)
C 1.4193 -1.2467 -0.4790  -0.63
C 1.6451 0.1029 0.1732  -0.40
C 0.4326 1.0225 0.1404  -0.49
C -0.8668 0.2595 0.3905  0.69
O -0.8287 -0.6457 1.2023  -0.56
N -2.0151 0.6191 -0.2919  -0.68
C -3.1251 -0.0873 -0.1031  0.41
N -3.9810 -0.8031 0.0219  -0.31
H 2.4029 -1.5449 -0.8819  0.21
H 1.1711 -1.9330 0.3678  0.24
H 0.6763 -1.3065 -1.2913  0.21
H 1.9435 -0.0436 1.2133  0.22
H 2.5157 0.6938 -0.1067  0.21
H 0.2824 1.6467 -0.7063  0.20
H 0.4388 1.6956 0.9871  0.24
H -2.1111 1.5708 -0.6360  0.43

Cartesian forces (eV/Å) of the 6 atoms listed first:
C 1.2634 -0.7982 0.4814
C -0.1403 1.0073 0.6881
C -1.5177 -0.1530 0.7504
C 1.9876 -1.1366 1.6092
O -0.9384 0.4670 -0.8177
N 0.2982 1.1781 -0.2631

---

Entry from OMol25: a molecular structure, C5H8N2O in a non-equilibrium geometry (ωB97M-V/def2-TZVPD).

Its molecular weight is 112.13 g mol⁻¹. The calculation puts the energy above the lowest of the compared OMol25 structures with the same formula, charge and spin at 173.2 kcal/mol. The HOMO-LUMO gap is 8.2 eV.

Each line ends with the natural charge from an NBO analysis.
Element x y z (Å)
C 1.2280 1.1459 -0.2811  -0.68
C 1.1401 -0.1818 -0.0839  -0.05
C 2.3056 -0.8936 -0.0337  0.35
C -2.2476 -1.0154 0.0556  -0.22
C -1.9765 0.5637 0.4172  -0.30
H 2.3606 1.3671 -0.9562  0.28
H 0.1699 1.7790 -0.9134  0.24
H 1.3176 1.9396 0.7317  0.27
H 2.2558 -1.9432 0.0649  0.15
H -2.8693 -1.3181 -0.7030  0.20
H -1.9347 -1.7766 0.7505  0.20
H -2.7541 1.1871 -0.0783  0.23
H -1.5040 1.0525 1.3961  0.24
N 0.1009 -1.0413 -0.1877  -0.12
N -1.0814 -0.3994 -0.4512  -0.25
O 3.4892 -0.4653 0.2725  -0.55

Cartesian forces (eV/Å) of the 6 atoms listed first:
C 0.2493 11.0846 -1.9182
C -4.1326 -5.0250 -0.6229
C 8.0568 -0.7767 3.5014
C 2.5195 2.0017 2.6292
C 0.7820 -2.3256 0.4447
H -3.6926 -0.4268 2.1846

---

Entry from OMol25: 2 unconnected molecules or ions with the total composition C5H8N2O in a non-equilibrium geometry (ωB97M-V/def2-TZVPD).

Its molecular weight is 112.13 g mol⁻¹. The calculation puts the energy above the lowest of the compared OMol25 structures with the same formula, charge and spin at 101.8 kcal/mol. The HOMO-LUMO gap is 8.3 eV.

Each line ends with the natural charge from an NBO analysis.
Element x y z (Å)
C -0.9566 0.2981 -1.5321  -0.42
N 0.2777 0.3642 -0.7553  -0.58
C 1.3638 -1.2797 -0.3473  0.22
C 0.3490 0.3992 0.7063  0.06
C -0.7385 -0.2435 1.4775  0.40
C 1.0654 1.3480 1.3642  -0.35
N 0.8757 -2.3527 -0.5536  -0.76
O -1.5622 -1.0140 1.0478  -0.53
H 0.9551 1.0111 -1.1384  0.39
H 0.0184 -2.7187 -0.9404  0.41
H -0.7225 0.0325 2.5482  0.12
H -1.5182 1.2336 -1.4568  0.19
H -0.7048 0.1216 -2.5772  0.21
H -1.5673 -0.5195 -1.1621  0.23
H 1.0085 1.4197 2.4361  0.21
H 1.8564 1.9001 0.8832  0.21

Cartesian forces (eV/Å) of the 6 atoms listed first:
C -0.0133 0.2915 0.5408
N -0.1266 0.5437 1.0932
C 2.3931 -2.0897 0.0545
C -1.4990 3.1655 -1.0749
C 0.1692 -0.5882 0.2427
C -0.1216 -1.5616 -0.5751

---

Entry from OMol25: a molecular structure, C5H8N2O in a non-equilibrium geometry (ωB97M-V/def2-TZVPD).

Its molecular weight is 112.13 g mol⁻¹. The calculation puts the energy above the lowest of the compared OMol25 structures with the same formula, charge and spin at 147.4 kcal/mol. The HOMO-LUMO gap is 8.1 eV.

Each line ends with the natural charge from an NBO analysis.
Element x y z (Å)
C -1.4169 -1.6467 0.0492  -0.66
C -0.2967 -0.6716 -0.1675  0.08
C 1.5951 0.2784 -0.0765  0.50
C 0.7315 1.3627 -0.2514  -0.45
C -0.5146 0.6340 -0.0402  0.13
H -2.0423 -1.7383 1.2538  0.24
H -2.2109 -1.3641 -0.7750  0.21
H -0.5857 -2.4652 -0.3909  0.25
H 2.8266 -0.9259 0.5237  0.40
H 3.3360 0.8050 0.4105  0.38
H 0.8269 2.4769 0.0307  0.23
H -1.8877 2.4702 0.0551  0.40
H -2.3854 0.5065 -0.6794  0.39
N 2.8951 -0.0748 0.0566  -0.80
N -1.9321 1.2488 0.1641  -0.87
O 1.0609 -0.8961 -0.1628  -0.44

Cartesian forces (eV/Å) of the 6 atoms listed first:
C 1.3208 -1.3996 -0.7476
C -3.2520 0.9695 2.0977
C 0.8072 1.6309 -1.5368
C 0.2126 0.1075 2.5113
C -2.0882 3.7778 -0.7886
H 2.4308 0.0848 -3.8609

---

Entry from OMol25: a single C5H8N2O molecule in a non-equilibrium geometry (ωB97M-V/def2-TZVPD).

Its molecular weight is 112.13 g mol⁻¹. The calculation puts the energy above the lowest of the compared OMol25 structures with the same formula, charge and spin at 80.2 kcal/mol. The HOMO-LUMO gap is 9.6 eV.

Each line ends with the natural charge from an NBO analysis.
Element x y z (Å)
H -0.4262 2.4986 1.1429  0.35
N 0.0295 1.9161 1.8366  -0.75
C 0.0273 0.6777 1.5905  0.46
N 0.7245 -0.2041 2.3518  -0.83
C -0.9380 -0.1107 0.2811  -0.28
C -0.2155 -0.1909 -0.7703  -0.02
C 1.1825 -0.0937 -1.2177  -0.67
C -1.3442 -0.7764 -2.0711  0.39
O -1.6138 -1.9443 -2.1884  -0.52
H 0.4967 -1.1810 2.3029  0.39
H 1.0979 0.1275 3.2310  0.40
H -1.9670 -0.2826 0.5349  0.24
H 1.3992 -0.9344 -1.8806  0.24
H 1.8713 -0.1210 -0.3756  0.24
H 1.3424 0.8271 -1.7790  0.24
H -1.6664 -0.2078 -2.9891  0.13

Cartesian forces (eV/Å) of the 6 atoms listed first:
H -0.2306 -0.3010 0.0314
N 0.3921 0.1346 -0.2131
C -2.5619 -1.3534 -1.7317
N 0.1654 -0.4122 0.1814
C 2.9346 2.8499 5.4288
C -3.4139 -2.0709 -5.2035

---

Entry from OMol25: a single C5H8N2O molecule in a non-equilibrium geometry (ωB97M-V/def2-TZVPD).

Its molecular weight is 112.13 g mol⁻¹. The calculation puts the energy above the lowest of the compared OMol25 structures with the same formula, charge and spin at 62.9 kcal/mol. The HOMO-LUMO gap is 10.1 eV.

Each line ends with the natural charge from an NBO analysis.
Element x y z (Å)
C 1.6990 1.5136 -1.4820  -0.40
C 1.6275 0.6869 -0.4442  -0.01
N 0.3061 0.1350 0.2717  -0.47
C 0.0205 0.7112 1.5762  -0.41
C -0.5837 -0.3802 -0.5867  0.80
O -0.5594 -0.6681 -1.7573  -0.59
N -1.7138 -1.0256 0.3860  -0.51
C -2.0714 -2.2123 0.0941  -0.03
H 0.7987 1.7784 -2.0304  0.22
H 2.6548 1.9137 -1.8126  0.22
H 2.5288 0.4437 0.1149  0.20
H 0.5660 1.6437 1.7413  0.21
H 0.3123 -0.0247 2.3288  0.20
H -1.0341 0.9558 1.7189  0.24
H -1.5634 -2.8389 -0.6608  0.16
H -2.9878 -2.6323 0.5418  0.17

Cartesian forces (eV/Å) of the 6 atoms listed first:
C -0.8644 -0.5915 0.3462
C -1.5621 -0.0302 1.6333
N 3.6062 2.5869 -3.3979
C -0.1359 -0.2031 0.6477
C -2.2170 -3.8584 2.3374
O 0.2662 1.0044 0.6563

---

Entry from OMol25: a molecular structure, C5H8N2O in a non-equilibrium geometry (ωB97M-V/def2-TZVPD).

Its molecular weight is 112.13 g mol⁻¹. The calculation puts the energy above the lowest of the compared OMol25 structures with the same formula, charge and spin at 200.8 kcal/mol. The HOMO-LUMO gap is 10.2 eV.

Each line ends with the natural charge from an NBO analysis.
Element x y z (Å)
C 1.9466 -0.8318 -0.1417  -0.42
C 0.0695 2.0690 -0.2180  -0.02
C -1.0768 0.9138 0.0069  0.02
C -1.7416 -0.8911 0.2805  -0.11
C -0.3121 -0.2763 -0.1989  -0.14
H 1.7767 -1.6277 0.4246  0.19
H 1.5868 -1.1744 -1.2206  0.17
H 3.1758 -0.7957 -0.2470  0.23
H 0.3419 3.1415 -0.0419  0.25
H -1.4746 0.9798 1.0905  0.21
H -2.3734 -1.6957 -0.3489  0.24
H -1.4951 -0.8436 1.3500  0.20
H -0.0969 -0.8085 -1.2521  0.21
N 0.9280 0.0378 0.5480  -0.27
N 1.1590 1.4250 0.1671  -0.24
O -2.4137 0.3780 -0.1987  -0.53

Cartesian forces (eV/Å) of the 6 atoms listed first:
C 2.2637 0.7050 -3.2976
C 1.5727 -2.1912 2.1055
C -0.8415 4.1726 2.1289
C -0.6497 -0.0608 -1.9562
C -0.5297 -3.2403 -1.3633
H -0.0951 -4.1996 2.0785

---

Entry from OMol25: a single C5H8N2O molecule in a non-equilibrium geometry (ωB97M-V/def2-TZVPD).

Its molecular weight is 112.13 g mol⁻¹. The calculation puts the energy above the lowest of the compared OMol25 structures with the same formula, charge and spin at 126.0 kcal/mol. The HOMO-LUMO gap (alpha / beta) is 8.2 / 8.7 eV.

Each line ends with the natural charge from an NBO analysis.
Element x y z (Å)
C 0.2340 -1.7541 0.6430  0.12
C -0.0052 -0.4060 0.3459  0.13
C 1.2282 0.4647 0.2982  -0.46
C 0.6949 1.4868 -0.7063  -0.41
C -0.7811 1.4927 -0.3781  -0.25
N -1.7748 -2.9516 0.0269  -0.28
N -1.0660 0.1227 -0.1085  -0.40
O -0.5662 -2.7707 0.5278  -0.22
H 1.1359 -2.1889 1.0289  0.19
H 1.3319 0.9817 1.2910  0.22
H 2.1528 -0.1046 0.0966  0.23
H 1.1176 2.4614 -0.6352  0.22
H 0.8790 1.1085 -1.7582  0.20
H -0.8477 1.9693 0.6492  0.19
H -1.4602 2.2016 -1.0680  0.22
H -2.2735 -2.1134 -0.2533  0.31

Cartesian forces (eV/Å) of the 6 atoms listed first:
C -0.5312 -0.5845 0.4885
C 1.7484 -0.7414 -0.4806
C -0.1544 0.8751 1.0164
C 0.8217 -0.5320 -1.6988
C -0.5285 2.9962 0.4614
N -0.3380 -1.1271 0.1654

---

Entry from OMol25: a molecular structure, C5H8N2O in a non-equilibrium geometry (ωB97M-V/def2-TZVPD).

Its molecular weight is 112.13 g mol⁻¹. The calculation puts the energy above the lowest of the compared OMol25 structures with the same formula, charge and spin at 117.8 kcal/mol. The HOMO-LUMO gap is 9.6 eV.

Each line ends with the natural charge from an NBO analysis.
Element x y z (Å)
C -0.3803 0.8146 -1.7618  -0.41
C -0.4785 -1.4212 -0.7782  -0.40
N -0.6065 0.0124 -0.5700  -0.43
C -0.0871 0.5018 0.5980  0.52
C 1.2128 0.3019 2.1428  -0.02
C 0.0234 -0.2545 1.9244  -0.28
O 0.0643 1.8260 0.8201  -0.38
N 1.3492 1.0499 0.8927  -0.24
H 1.9502 0.3006 2.9225  0.21
H -0.6868 -0.8195 2.4963  0.22
H 0.6377 0.6852 -2.1444  0.19
H -0.5345 1.8636 -1.5166  0.23
H -1.0960 0.5084 -2.5227  0.20
H -0.7648 -1.9489 0.1288  0.21
H -1.1495 -1.7139 -1.5857  0.20
H 0.5465 -1.7065 -1.0463  0.18

Cartesian forces (eV/Å) of the 6 atoms listed first:
C -0.0249 0.0847 0.1058
C 0.0259 0.1382 0.0189
N -0.0919 0.0748 0.0050
C 1.2521 -0.1632 0.3426
C -0.6364 -0.2607 -0.0492
C 0.1921 0.2516 0.0167

---

Entry from OMol25: a molecular structure, C5H8N2O in a non-equilibrium geometry (ωB97M-V/def2-TZVPD).

Its molecular weight is 112.13 g mol⁻¹. The calculation puts the energy above the lowest of the compared OMol25 structures with the same formula, charge and spin at 146.1 kcal/mol. The HOMO-LUMO gap is 6.6 eV.

Each line ends with the natural charge from an NBO analysis.
Element x y z (Å)
C 2.5171 -0.8392 0.1387  -0.42
C 0.4826 0.5056 -0.1658  0.49
C -0.3015 1.7245 -0.1067  -0.39
C -1.5522 1.2030 0.0344  -0.29
C -1.5648 -0.1363 -0.0555  0.33
H 3.5353 -0.8125 -0.2808  0.21
H 2.3289 -1.0923 1.1927  0.19
H 1.9365 -1.5935 -0.3302  0.21
H 2.3898 1.0786 -0.3418  0.39
H -0.0467 2.7515 -0.0168  0.23
H -2.4969 1.7020 0.1544  0.22
H -2.4209 -2.2205 -0.6502  0.40
H -3.5709 -1.0030 1.1962  0.24
N 1.8094 0.3318 -0.3062  -0.60
N -2.7411 -1.0048 -0.2633  -0.77
O -0.3045 -0.5948 -0.1991  -0.42

Cartesian forces (eV/Å) of the 6 atoms listed first:
C -1.2108 -0.5327 -0.3424
C -0.9384 2.9780 -0.3023
C 2.8145 -3.1599 0.4262
C -3.5937 -0.0135 -0.0535
C -3.0144 -2.3020 -0.7869
H -0.4102 -0.2060 0.7608

---

Entry from OMol25: a single C5H8N2O2 molecule in a non-equilibrium geometry (ωB97M-V/def2-TZVPD).

Its molecular weight is 128.13 g mol⁻¹. The calculation puts the energy above the lowest of the compared OMol25 structures with the same formula, charge and spin at 136.4 kcal/mol. The HOMO-LUMO gap is 9.5 eV.

Each line ends with the natural charge from an NBO analysis.
Element x y z (Å)
O -3.0618 -0.7043 -0.5370  -0.45
N -2.3311 0.3531 -0.6957  0.22
N -1.1621 0.3172 -0.2284  -0.20
C -0.7666 -1.1584 0.1346  -0.28
C 0.7214 -1.1782 0.4444  -0.58
C 1.5804 -0.2674 -0.3347  0.62
O 2.5777 -0.7562 -0.8874  -0.53
C 1.0778 1.3539 -0.3199  -0.53
C -0.2801 1.4423 0.3317  -0.24
H -1.6367 -1.5294 0.8523  0.27
H -0.7194 -1.9382 -0.7522  0.24
H 1.0161 -2.1828 0.2210  0.25
H 0.9883 -1.1305 1.5596  0.24
H 2.0410 1.8395 -0.0545  0.27
H 0.9498 1.6020 -1.3750  0.24
H -0.2208 1.5349 1.5577  0.23
H -0.7739 2.4025 0.0839  0.25

Cartesian forces (eV/Å) of the 6 atoms listed first:
O 2.6874 2.7178 -1.1659
N -4.7524 0.2509 0.3965
N 3.2393 -3.9222 1.8585
C -0.7905 -0.1397 -0.3385
C -0.4052 -0.9914 3.1958
C 1.4428 0.6272 -1.1802

---

Entry from OMol25: a molecular structure, C5H8N2O2 in a non-equilibrium geometry (ωB97M-V/def2-TZVPD).

Its molecular weight is 128.13 g mol⁻¹. The calculation puts the energy above the lowest of the compared OMol25 structures with the same formula, charge and spin at 205.0 kcal/mol. The HOMO-LUMO gap is 9.2 eV.

Each line ends with the natural charge from an NBO analysis.
Element x y z (Å)
C 0.1812 1.0132 -1.7018  -0.10
C -0.6704 0.5401 0.1836  0.38
C 0.8151 0.7626 0.4457  -0.48
C 1.2340 0.1084 -0.7621  -0.07
C -0.6173 -1.2214 1.4996  0.32
H -0.4271 0.4700 -2.6117  0.18
H 0.8631 1.6899 -2.1275  0.19
H -0.9637 -0.2075 -0.4895  0.17
H 1.1710 0.4352 1.4124  0.23
H 1.0876 1.9070 0.2473  0.24
H 2.3629 0.1182 -1.0127  0.22
H 1.2278 -2.3227 -1.1188  0.41
H -0.9838 -1.7212 2.3017  0.19
N 0.7266 -1.2901 -0.5280  -0.55
N 0.1320 -1.7775 0.7215  -0.29
O -0.7528 1.6304 -0.8889  -0.52
O -1.2476 0.1055 1.3958  -0.52

Cartesian forces (eV/Å) of the 6 atoms listed first:
C 0.1264 -2.8401 -2.8654
C 0.9908 1.4988 0.0008
C 0.7111 3.3583 0.7049
C 0.0805 -1.9772 -1.4426
C -2.2197 4.3184 -0.9716
H 1.8505 0.6841 2.2316